[1]
The following is a quantum chemistry calculation of a 9-piece molecular cluster, C39H81O20P overall in a non-equilibrium geometry, from the OMol25 dataset.

Last column: Löwdin charge in e.
Atoms and positions in Å:
1 C 0.574 -4.317 -6.413  -0.0686
2 O 1.451 -3.191 -6.546  -0.2128
3 P 1.138 -1.782 -5.844  0.4427
4 O 0.640 -1.827 -4.474  -0.2039
5 O 2.548 -1.019 -6.027  -0.2090
6 C 3.197 -1.049 -7.298  -0.0998
7 O 0.188 -1.059 -6.935  -0.2208
8 C -0.263 0.263 -6.634  -0.0931
9 H -0.434 -3.892 -6.515  0.0804
10 H 0.637 -4.832 -5.458  0.0716
11 H 0.590 -5.020 -7.244  0.0905
12 H 3.356 -0.065 -7.743  0.0899
13 H 2.665 -1.681 -8.007  0.0820
14 H 4.189 -1.465 -7.107  0.0936
15 H -0.900 0.178 -5.742  0.0763
16 H -0.969 0.648 -7.366  0.0904
17 H 0.562 0.930 -6.390  0.0930
18 O 5.725 4.632 3.316  0.0512
19 C 4.385 4.481 3.116  -0.3277
20 C 3.865 3.201 3.202  -0.0120
21 C 2.499 2.956 3.160  0.0069
22 C 1.634 4.037 3.015  -0.2990
23 O 0.274 3.832 2.893  -0.0241
24 C 2.152 5.327 2.877  -0.0032
25 C 3.524 5.552 2.907  -0.0156
26 H 5.966 5.561 3.254  0.1040
27 H 4.563 2.389 3.369  0.1152
28 H 2.150 1.932 3.168  0.1112
29 H -0.129 3.834 3.789  0.0902
30 H 1.419 6.100 2.698  0.1064
31 H 3.832 6.585 2.790  0.1130
32 O 0.448 -1.495 -1.724  0.0121
33 C 0.110 -0.258 -1.264  -0.3251
34 C 0.212 -0.056 0.107  -0.0375
35 C -0.045 1.181 0.682  -0.0291
36 C -0.345 2.239 -0.172  -0.3131
37 O -0.397 3.502 0.322  0.0146
38 C -0.495 2.037 -1.546  -0.0052
39 C -0.253 0.791 -2.103  -0.0057
40 H 0.387 -1.560 -2.693  0.0324
41 H 0.648 -0.903 0.623  0.0874
42 H 0.015 1.175 1.762  0.1022
43 H -0.098 3.638 1.248  0.0627
44 H -0.813 2.913 -2.093  0.0973
45 H -0.474 0.637 -3.153  0.0999
46 C -1.956 6.734 4.596  -0.0798
47 O -1.307 5.505 4.882  -0.1967
48 C -1.999 4.635 5.736  -0.2129
49 C -1.029 3.583 6.287  -0.1852
50 O -0.577 2.691 5.297  -0.2109
51 C -1.407 1.592 5.012  -0.0962
52 H -2.668 7.058 5.365  0.0848
53 H -2.635 6.506 3.763  0.0917
54 H -1.211 7.502 4.424  0.0899
55 H -2.779 4.145 5.143  0.1267
56 H -2.434 5.084 6.635  0.1290
57 H -1.410 3.108 7.195  0.1307
58 H -0.198 4.194 6.656  0.1352
59 H -2.413 1.953 4.738  0.0802
60 H -1.696 0.960 5.859  0.1041
61 H -0.999 1.063 4.159  0.0677
62 C 2.003 0.821 6.739  -0.0929
63 O 2.605 -0.433 6.461  -0.1816
64 C 2.074 -1.091 5.316  -0.1844
65 C 3.177 -1.137 4.258  -0.1867
66 O 2.513 -1.383 3.022  -0.2125
67 C 3.371 -1.514 1.906  -0.1063
68 H 2.119 0.947 7.817  0.0881
69 H 0.947 0.863 6.466  0.0658
70 H 2.524 1.651 6.252  0.0846
71 H 1.123 -0.708 4.947  0.1164
72 H 1.891 -2.133 5.591  0.1239
73 H 3.874 -1.958 4.434  0.1266
74 H 3.689 -0.171 4.239  0.1186
75 H 4.042 -2.360 2.119  0.0852
76 H 4.052 -0.694 1.668  0.0897
77 H 2.772 -1.848 1.065  0.0769
78 C 1.419 7.585 -1.376  -0.1081
79 O 0.085 7.747 -0.930  -0.1718
80 C -0.378 6.666 -0.135  -0.2144
81 C -1.900 6.687 -0.159  -0.2089
82 O -2.497 6.562 -1.412  -0.1705
83 C -2.215 5.428 -2.183  -0.1055
84 H 1.568 6.595 -1.822  0.0847
85 H 2.180 7.732 -0.610  0.0818
86 H 1.512 8.285 -2.204  0.0863
87 H -0.098 6.734 0.922  0.1124
88 H 0.046 5.725 -0.489  0.0958
89 H -2.283 7.519 0.433  0.1250
90 H -2.261 5.837 0.445  0.1197
91 H -1.176 5.460 -2.537  0.0857
92 H -2.821 5.436 -3.084  0.0900
93 H -2.329 4.524 -1.578  0.0786
94 C -2.543 0.522 2.282  -0.1278
95 O -3.656 -0.325 2.393  -0.1534
96 C -3.850 -1.172 1.273  -0.1812
97 C -2.640 -1.963 0.836  -0.2087
98 O -2.041 -2.608 1.932  -0.1623
99 C -0.790 -3.187 1.615  -0.0825
100 H -1.587 0.043 2.516  0.0748
101 H -2.736 1.430 2.856  0.0791
102 H -2.417 0.915 1.260  0.0932
103 H -4.315 -0.622 0.448  0.1303
104 H -4.606 -1.871 1.646  0.1273
105 H -1.914 -1.292 0.353  0.1062
106 H -2.916 -2.705 0.080  0.1095
107 H -0.357 -3.660 2.496  0.0934
108 H -0.122 -2.309 1.563  0.0592
109 H -0.687 -3.737 0.682  0.0790
110 C 1.342 -8.303 -6.081  -0.0973
111 O 0.812 -7.321 -5.206  -0.1905
112 C 0.823 -7.775 -3.874  -0.2196
113 C 0.678 -6.664 -2.863  -0.2133
114 O 1.563 -5.605 -3.139  -0.1707
115 C 1.460 -4.572 -2.181  -0.0946
116 H 0.765 -9.215 -5.882  0.0867
117 H 2.406 -8.462 -5.896  0.0922
118 H 1.167 -8.074 -7.130  0.0841
119 H 1.715 -8.358 -3.613  0.1247
120 H 0.017 -8.507 -3.740  0.1272
121 H 0.885 -7.027 -1.849  0.1312
122 H -0.367 -6.328 -2.840  0.1090
123 H 0.839 -4.772 -1.305  0.0856
124 H 0.897 -3.762 -2.670  0.0588
125 H 2.407 -4.080 -1.965  0.0945
126 C -2.805 -6.411 0.643  -0.0991
127 O -2.291 -5.591 -0.386  -0.2005
128 C -3.263 -5.188 -1.310  -0.2085
129 C -2.512 -4.211 -2.211  -0.2078
130 O -3.393 -3.504 -3.069  -0.1721
131 C -2.662 -2.661 -3.915  -0.1148
132 H -3.404 -5.720 1.259  0.0908
133 H -2.106 -6.832 1.363  0.0870
134 H -3.493 -7.196 0.316  0.0869
135 H -4.108 -4.635 -0.881  0.1285
136 H -3.711 -5.993 -1.901  0.1307
137 H -1.764 -4.661 -2.874  0.1085
138 H -1.947 -3.522 -1.573  0.1061
139 H -3.372 -2.125 -4.555  0.0899
140 H -2.120 -3.302 -4.620  0.0838
141 H -2.119 -1.849 -3.422  0.0842

Results
SMILES ... COP(=O)(OC)OC.Oc1ccc(O)cc1.Oc1ccc(O)cc1.COCCOC.COCCOC.COCCOC.COCCOC.COCCOC.COCCOC
Kohn-Sham gap ... 7.951 eV
HOMO ... -7.306 eV
LUMO level ... 0.65 eV
Spin multiplicity ... 1
Relative energy (zero: lowest compared OMol25 entry of this formula, charge and spin) ... 0.0 kJ/mol

=====

[2]
The following is a quantum chemistry calculation of a 9-piece molecular cluster, C39H83NO17PS8 overall in a non-equilibrium geometry, from the OMol25 dataset.

Last column: Löwdin charge in e.
Atoms and positions in Å:
1 C -0.934 -8.215 -0.468  -0.1391
2 C 0.621 -8.622 -0.457  -0.2354
3 C 1.588 -7.449 -1.059  -0.1761
4 C 1.281 -7.294 -2.633  -0.2021
5 O 1.631 -6.003 -3.212  -0.1370
6 N 1.154 -4.936 -2.509  -0.1776
7 P -0.611 -4.949 -2.163  0.9921
8 C -1.614 -4.108 -3.528  -0.2474
9 C -0.815 -3.832 -0.633  -0.3725
10 C -0.200 -2.345 -0.932  -0.1403
11 H -1.377 -8.039 -1.504  0.0474
12 H -1.075 -7.307 0.209  0.0707
13 H -1.523 -9.094 -0.009  0.0898
14 H 0.911 -8.727 0.659  0.1204
15 H 0.838 -9.604 -0.995  0.1143
16 H 1.346 -6.517 -0.437  0.0930
17 H 2.669 -7.806 -0.860  0.1277
18 H 1.965 -8.067 -3.157  0.1520
19 H 0.211 -7.649 -2.890  0.0889
20 H 1.323 -4.097 -3.117  0.1707
21 H 1.694 -4.726 -1.635  0.1682
22 H -1.087 -3.229 -4.037  0.0650
23 H -2.028 -4.883 -4.277  0.0458
24 H -2.547 -3.658 -3.011  0.0791
25 H -0.414 -4.296 0.330  0.0762
26 H -1.944 -3.660 -0.470  0.0985
27 H 0.248 -1.892 0.023  0.0726
28 H -0.996 -1.634 -1.384  0.0612
29 H 0.598 -2.473 -1.763  0.0608
30 C -2.900 3.131 -2.255  -0.2253
31 C -2.669 3.176 -0.744  -0.1988
32 C -1.852 1.939 -0.367  -0.2230
33 S -0.891 1.517 -1.816  0.6781
34 O -1.343 0.232 -2.312  -0.3662
35 O 0.506 1.795 -1.560  -0.3321
36 C -1.549 2.796 -2.870  -0.2285
37 H -3.287 4.074 -2.633  0.0840
38 H -3.627 2.346 -2.494  0.1228
39 H -2.108 4.081 -0.489  0.1147
40 H -3.611 3.209 -0.192  0.1225
41 H -1.179 2.140 0.467  0.1066
42 H -2.496 1.090 -0.129  0.0968
43 H -1.622 2.433 -3.895  0.1105
44 H -0.872 3.651 -2.821  0.1066
45 C -4.010 9.032 -3.010  -0.2176
46 C -2.741 9.219 -3.837  -0.2135
47 C -1.673 8.288 -3.255  -0.2105
48 S -2.552 6.913 -2.519  0.7055
49 O -2.340 6.950 -1.088  -0.3204
50 O -2.326 5.706 -3.299  -0.3908
51 C -4.193 7.527 -2.863  -0.2202
52 H -4.876 9.497 -3.486  0.1182
53 H -3.879 9.490 -2.024  0.1213
54 H -2.940 8.947 -4.873  0.0896
55 H -2.404 10.258 -3.830  0.1214
56 H -1.001 7.914 -4.026  0.0886
57 H -1.099 8.781 -2.468  0.1090
58 H -4.870 7.256 -2.053  0.1105
59 H -4.528 7.075 -3.800  0.1055
60 C -2.355 4.688 -8.551  -0.2221
61 C -3.569 5.615 -8.633  -0.2143
62 C -3.780 6.219 -7.243  -0.2200
63 S -2.169 6.255 -6.464  0.6924
64 O -2.184 5.351 -5.335  -0.3308
65 O -1.724 7.624 -6.353  -0.3216
66 C -1.285 5.473 -7.802  -0.2282
67 H -2.010 4.384 -9.541  0.1182
68 H -2.617 3.784 -7.992  0.1198
69 H -3.370 6.413 -9.355  0.1207
70 H -4.462 5.083 -8.971  0.1175
71 H -4.177 7.234 -7.302  0.1058
72 H -4.437 5.598 -6.632  0.1080
73 H -0.490 4.843 -7.405  0.1103
74 H -0.863 6.261 -8.430  0.1101
75 C -0.199 -1.522 4.287  -0.2084
76 C -0.179 -1.717 2.770  -0.2290
77 C -1.632 -1.745 2.292  -0.2418
78 S -2.562 -0.763 3.464  0.6724
79 O -3.482 -1.630 4.162  -0.3121
80 O -2.991 0.462 2.823  -0.3382
81 C -1.193 -0.399 4.547  -0.2213
82 H 0.790 -1.278 4.678  0.0656
83 H -0.538 -2.443 4.773  0.1320
84 H 0.346 -0.877 2.302  0.1184
85 H 0.348 -2.632 2.486  0.1037
86 H -1.737 -1.314 1.295  0.0801
87 H -2.037 -2.759 2.303  0.1017
88 H -1.536 -0.360 5.580  0.0892
89 H -0.781 0.568 4.251  0.1149
90 C 5.234 -1.951 7.055  -0.2086
91 C 5.256 -2.146 5.538  -0.2186
92 C 3.804 -2.177 5.058  -0.2207
93 S 2.870 -1.196 6.228  0.6608
94 O 1.950 -2.065 6.925  -0.3168
95 O 2.440 0.028 5.586  -0.3316
96 C 4.236 -0.829 7.312  -0.2277
97 H 6.223 -1.705 7.447  0.1171
98 H 4.896 -2.872 7.542  0.1179
99 H 5.781 -1.305 5.071  0.0669
100 H 5.785 -3.060 5.256  0.1163
101 H 3.701 -1.747 4.061  0.1024
102 H 3.401 -3.192 5.069  0.1027
103 H 3.891 -0.790 8.345  0.1167
104 H 4.648 0.139 7.014  0.0557
105 C -2.780 4.505 7.381  -0.2235
106 C -1.500 4.653 6.554  -0.2188
107 C -0.447 3.730 7.171  -0.2217
108 S -1.346 2.390 7.943  0.6756
109 O -1.144 2.462 9.371  -0.3126
110 O -1.125 1.173 7.193  -0.3292
111 C -2.978 3.007 7.570  -0.2298
112 H -3.638 4.964 6.885  0.1172
113 H -2.650 4.992 8.353  0.1212
114 H -1.697 4.349 5.521  0.1174
115 H -1.152 5.688 6.531  0.1152
116 H 0.226 3.325 6.414  0.1039
117 H 0.128 4.241 7.945  0.1067
118 H -3.662 2.763 8.383  0.1109
119 H -3.311 2.534 6.643  0.1095
120 C 8.984 2.459 4.789  -0.2201
121 C 8.017 3.636 4.646  -0.2136
122 C 6.607 3.058 4.506  -0.2150
123 S 6.624 1.488 5.364  0.7012
124 O 6.423 0.432 4.396  -0.3233
125 O 5.826 1.594 6.567  -0.3226
126 C 8.350 1.526 5.812  -0.2260
127 H 9.976 2.786 5.105  0.1200
128 H 9.086 1.947 3.827  0.1217
129 H 8.071 4.263 5.543  0.1210
130 H 8.271 4.267 3.791  0.1184
131 H 5.858 3.709 4.958  0.1088
132 H 6.354 2.870 3.462  0.1091
133 H 8.763 0.517 5.787  0.1117
134 H 8.424 1.938 6.820  0.1136
135 C -0.490 -8.837 -5.734  -0.2292
136 C -0.473 -9.036 -7.251  -0.2115
137 C -1.928 -9.066 -7.725  -0.2177
138 S -2.856 -8.080 -6.556  0.6652
139 O -3.773 -8.944 -5.851  -0.3083
140 O -3.285 -6.858 -7.196  -0.3226
141 C -1.484 -7.713 -5.475  -0.2599
142 H 0.502 -8.593 -5.346  0.1005
143 H -0.828 -9.756 -5.244  0.1265
144 H 0.051 -8.199 -7.722  0.1205
145 H 0.052 -9.952 -7.532  0.1197
146 H -2.034 -8.638 -8.723  0.1086
147 H -2.333 -10.079 -7.710  0.1105
148 H -1.826 -7.670 -4.441  0.0927
149 H -1.072 -6.746 -5.776  0.1000

Results
Kohn-Sham gap ... 8.634 eV
HOMO ... -11.247 eV
Net charge ... +1
LUMO level ... -2.61 eV
Spin multiplicity ... 1

=====

Q: Which energy values were calculated for the entries above? A: -3380.51536, -6396.00280, in a.u..